Record 1
DFT (ωB97M-V/def2-TZVPD) results for a cluster of 4 separate species, C25H31NO13P in total.

Calculated values
Total charge = -1
Orbital gap = 3.22 eV
LUMO = -0.16 eV
F_max = 0.009 hartree/bohr

```
71
Properties=species:S:1:pos:R:3:mulliken_charge:R:1
C 2.05 1.41 0.45 -0.92
C 1.05 2.43 -0.06 0.60
O 1.33 3.62 -0.08 -0.67
N -0.15 1.95 -0.48 0.35
C -0.19 0.59 -1.04 -1.18
C -1.10 2.93 -1.04 -1.11
C -1.75 3.82 0.03 -0.65
C -2.99 3.29 0.78 -0.62
C -3.19 1.78 0.90 -1.06
P -4.38 1.05 -0.43 0.20
H 2.75 1.15 -0.36 0.12
H 2.62 1.87 1.26 0.24
H 1.59 0.49 0.79 0.34
H 0.63 0.41 -1.74 0.35
H -0.16 -0.18 -0.26 0.30
H -1.14 0.47 -1.56 0.41
H -1.88 2.38 -1.56 0.63
H -0.55 3.56 -1.75 0.40
H -0.96 4.12 0.73 0.39
H -2.04 4.75 -0.49 0.30
H -3.90 3.67 0.29 0.39
H -2.97 3.76 1.77 0.37
H -3.73 1.56 1.83 0.44
H -2.24 1.22 0.94 0.30
H -4.08 2.19 -1.36 -0.10
H -5.47 1.88 0.20 -0.02
H -4.68 -0.09 0.49 -0.08
H -3.31 0.23 -1.07 -0.23
H -5.34 0.52 -1.40 -0.44
C -6.12 -2.10 -4.92 -1.08
C -6.12 -3.39 -5.29 0.38
C -6.72 -4.48 -4.42 1.08
O -6.67 -5.61 -4.89 -0.68
C -7.27 -4.14 -3.14 -1.03
C -7.26 -2.84 -2.76 0.39
C -6.73 -1.74 -3.66 0.99
O -6.84 -0.62 -3.22 -0.57
O -7.70 -2.40 -1.60 -0.58
O -5.62 -3.85 -6.43 -0.60
H -5.70 -1.31 -5.54 0.43
H -7.66 -4.93 -2.51 0.42
H -7.49 -1.44 -1.58 0.39
H -5.78 -4.82 -6.40 0.38
C 5.24 -2.31 0.24 -1.17
C 6.46 -2.86 0.11 0.45
C 7.18 -2.94 -1.22 1.07
O 8.29 -3.46 -1.19 -0.65
C 6.55 -2.41 -2.40 -1.02
C 5.33 -1.85 -2.28 0.37
C 4.61 -1.77 -0.95 1.04
O 3.52 -1.23 -0.96 -0.54
O 4.65 -1.32 -3.28 -0.58
O 7.15 -3.38 1.11 -0.59
H 4.72 -2.24 1.18 0.49
H 7.07 -2.47 -3.34 0.43
H 3.81 -0.99 -2.89 0.35
H 7.99 -3.70 0.72 0.37
C 2.68 1.47 4.67 -1.07
C 2.80 2.10 5.85 0.38
C 4.08 2.08 6.66 1.07
O 4.07 2.70 7.71 -0.64
C 5.22 1.35 6.15 -1.00
C 5.10 0.71 4.98 0.28
C 3.81 0.74 4.17 1.06
O 3.84 0.12 3.11 -0.57
O 6.06 0.01 4.40 -0.59
O 1.84 2.81 6.42 -0.57
H 1.77 1.49 4.08 0.52
H 6.13 1.34 6.73 0.43
H 5.68 -0.32 3.56 0.34
H 2.22 3.16 7.25 0.37
```



Record 2
DFT (ωB97M-V/def2-TZVPD) results for a structure of composition C4H6O2 at a distorted geometry.

Calculated values
Orbital gap = 9.52 eV
LUMO = 0.74 eV
Relative energy (zero: lowest compared OMol25 entry of this formula, charge and spin) = 65.6 kcal/mol
F_max = 0.026 hartree/bohr

```
12
Properties=species:S:1:pos:R:3:nbo_charge:R:1
C 0.96 -0.81 0.95 -0.63
C 0.44 0.15 -0.09 -0.40
C -0.09 -0.26 -1.31 0.28
O -0.70 0.57 -2.07 -0.66
C -1.38 1.16 0.21 0.53
O -1.86 1.33 1.25 -0.46
H 0.50 -0.56 1.92 0.22
H 0.69 -1.85 0.71 0.21
H 2.05 -0.77 1.10 0.22
H 0.84 1.17 -0.03 0.23
H -0.16 -1.33 -1.55 0.15
H -1.30 1.21 -1.10 0.31
```



Record 3
DFT (ωB97M-V/def2-TZVPD) results for a cluster of 13 separate species, C28H80O14S13 in total at a distorted geometry.

Calculated values
Orbital gap = 8.27 eV
LUMO = 0.03 eV
Relative energy (zero: lowest compared OMol25 entry of this formula, charge and spin) = 10.4 kcal/mol
F_max = 0.060 hartree/bohr

```
135
Properties=species:S:1:pos:R:3:mulliken_charge:R:1
C -0.68 -7.78 -1.38 -1.10
S 0.51 -6.58 -0.92 0.64
O 1.84 -7.17 -1.28 -0.70
C 0.01 -5.26 -2.00 -0.20
H -0.87 -7.92 -2.48 0.29
H -1.54 -7.56 -0.74 0.34
H -0.18 -8.66 -0.99 0.40
H -1.03 -5.15 -1.62 -0.19
H 0.01 -5.68 -2.98 0.54
H 0.70 -4.45 -1.78 -0.10
C 2.50 -5.82 2.41 -1.27
S 1.51 -4.42 1.67 0.77
O 1.68 -3.22 2.59 -0.50
C 2.60 -4.21 0.21 -1.14
H 2.09 -6.08 3.42 0.35
H 3.47 -5.46 2.73 0.39
H 2.41 -6.72 1.81 0.37
H 2.66 -5.17 -0.20 0.70
H 3.59 -3.90 0.62 0.45
H 2.18 -3.50 -0.53 -0.10
C -2.48 3.74 -4.15 -0.71
S -3.07 2.82 -2.68 0.71
O -2.09 3.00 -1.61 -0.50
C -4.39 4.05 -2.24 -1.06
H -3.06 3.44 -5.05 0.40
H -1.39 3.33 -4.31 -0.34
H -2.45 4.79 -4.05 0.50
H -4.90 4.32 -3.17 0.38
H -3.73 4.76 -1.75 0.30
H -5.01 3.72 -1.43 0.27
C 2.79 2.24 -3.54 -0.97
S 1.32 3.19 -3.72 1.10
O 1.72 4.58 -3.56 -0.77
C 1.04 2.66 -5.43 -1.28
H 3.46 2.31 -4.37 0.48
H 2.56 1.18 -3.34 0.26
H 3.26 2.65 -2.67 0.17
H 1.80 3.16 -6.01 0.46
H 0.07 2.65 -5.84 0.46
H 1.27 1.54 -5.35 0.19
C -1.31 3.34 4.02 -0.41
S 0.04 2.94 5.19 0.20
O 0.36 1.50 4.77 -0.46
C 1.43 3.89 4.43 -0.22
H -0.91 3.01 3.03 -0.20
H -1.61 4.36 4.01 0.47
H -2.12 2.58 4.21 0.29
H 1.74 3.29 3.58 -0.33
H 2.26 4.10 5.13 0.39
H 0.89 4.79 4.08 0.38
C -1.86 -0.66 -7.04 -1.31
S -0.86 -0.29 -5.63 0.52
O -1.57 0.69 -4.69 -0.40
C -1.19 -1.95 -5.00 -0.74
H -2.77 -1.20 -6.87 0.36
H -1.12 -1.30 -7.55 0.44
H -2.08 0.15 -7.65 0.41
H -0.74 -2.07 -3.97 -0.06
H -0.50 -2.54 -5.59 0.51
H -2.27 -2.24 -5.06 0.28
C -1.86 -4.13 2.76 -1.11
S -2.26 -2.43 2.21 1.07
O -3.72 -2.22 2.41 -0.74
C -1.50 -1.50 3.54 -0.74
H -2.29 -4.81 1.98 0.27
H -2.47 -4.23 3.68 0.44
H -0.80 -4.25 2.91 0.21
H -0.45 -1.60 3.30 0.00
H -1.61 -1.95 4.56 0.41
H -1.77 -0.47 3.62 0.20
C -6.06 -0.09 0.96 -1.27
S -4.55 -0.05 -0.04 0.95
O -4.88 0.72 -1.25 -0.74
C -3.65 1.09 1.07 -0.34
H -6.84 -0.72 0.55 0.35
H -6.40 0.90 1.13 0.48
H -5.71 -0.58 1.91 0.31
H -3.39 0.49 1.97 0.20
H -4.32 1.92 1.44 0.54
H -2.75 1.46 0.46 -0.59
C -0.02 5.76 -0.78 -0.47
S 0.52 5.26 0.86 0.56
O -0.53 5.66 1.86 -0.71
C 0.40 3.48 0.62 -0.11
H -1.02 5.16 -0.88 -0.08
H 0.75 5.39 -1.54 0.15
H -0.36 6.83 -0.75 0.43
H 1.20 3.30 -0.13 0.18
H -0.49 3.07 0.10 0.26
H 0.72 3.04 1.59 -0.27
C -5.13 -3.41 -0.40 -1.26
S -3.34 -3.56 -0.77 1.03
O -2.95 -4.93 -0.27 -0.67
C -3.50 -3.80 -2.57 -1.23
H -5.20 -3.15 0.70 0.20
H -5.50 -4.42 -0.49 0.57
H -5.58 -2.73 -1.18 0.35
H -2.52 -3.74 -2.98 0.06
H -4.14 -3.05 -2.97 0.60
H -3.90 -4.83 -2.71 0.45
C 4.75 6.44 1.36 -0.85
S 5.00 4.85 2.11 0.39
O 3.64 4.27 2.41 -0.47
C 5.61 3.95 0.73 -0.69
H 5.80 6.90 1.32 0.37
H 4.14 6.91 2.11 0.32
H 4.17 6.24 0.44 0.19
H 5.04 4.03 -0.15 0.16
H 5.69 2.92 1.09 0.21
H 6.65 4.31 0.56 0.37
C 0.70 -0.90 0.35 -0.57
S 0.56 -0.44 -1.37 0.93
O 0.95 -1.64 -2.16 -0.74
C -1.20 -0.39 -1.52 1.90
H 0.33 -1.90 0.59 -0.42
H 0.24 -0.20 1.08 0.37
H 1.73 -0.98 0.63 0.31
H -1.40 0.13 -2.46 -0.57
H -1.72 0.11 -0.69 -0.88
H -1.45 -1.45 -1.44 -0.39
C 3.50 -0.28 5.17 -0.97
C 3.01 0.32 3.84 0.50
C 3.89 -0.25 2.77 -0.28
S 5.51 -0.37 3.43 1.16
O 6.21 0.86 3.06 -0.68
O 6.14 -1.66 3.15 -0.70
C 5.04 -0.20 5.15 -0.81
H 3.19 -1.30 5.31 0.30
H 2.97 0.17 6.00 0.42
H 3.16 1.42 3.89 -0.19
H 1.90 0.26 3.55 0.07
H 3.84 0.43 1.91 0.39
H 3.41 -1.16 2.52 -0.09
H 5.36 0.81 5.27 0.40
H 5.57 -0.89 5.81 0.47
```



Record 4
DFT (ωB97M-V/def2-TZVPD) results for a structure of composition C4H10F2Ga.

Calculated values
Total charge = -1
Orbital gap = 8.16 eV
LUMO = 3.88 eV
F_max = 0.018 hartree/bohr

```
17
Properties=species:S:1:pos:R:3:nbo_charge:R:1
C 2.26 1.33 -0.04 -1.18
Ga 1.69 -0.64 -0.14 1.39
F 2.87 -1.75 0.74 -0.77
C -0.21 -0.75 0.67 -0.91
C -1.19 -0.40 -0.44 -0.44
C -2.56 0.11 0.01 0.06
F -2.53 0.74 1.24 -0.38
H 2.24 1.65 0.99 0.19
H 3.23 1.51 -0.48 0.20
H 1.50 1.89 -0.57 0.19
H 1.55 -1.03 -1.71 -0.42
H -0.25 -0.04 1.48 0.20
H -0.35 -1.76 1.05 0.19
H -1.33 -1.29 -1.05 0.20
H -0.73 0.35 -1.08 0.19
H -2.94 0.82 -0.72 0.14
H -3.26 -0.72 0.05 0.14
```



Record 5
DFT (ωB97M-V/def2-TZVPD) results for a structure of composition C4H5AlO6 at a distorted geometry.

Calculated values
Total charge = +2
Orbital gap (spin up / spin down) = 10.15 / 3.71 eV
LUMO (spin up / spin down) = -10.56 / -14.09 eV
Relative energy (zero: lowest compared OMol25 entry of this formula, charge and spin) = 0.0 kcal/mol
F_max = 0.153 hartree/bohr

```
16
Properties=species:S:1:pos:R:3:nbo_charge:R:1
C 0.69 -0.17 -1.03 -0.14
C -0.74 0.19 -0.68 -0.12
O -0.99 -0.35 0.64 -0.49
O 1.51 -0.18 0.12 -0.43
H 1.08 0.58 -1.72 0.30
H 0.69 -1.17 -1.49 0.31
H -1.45 -0.26 -1.38 0.26
H -0.85 1.28 -0.62 0.24
H 0.79 -0.37 0.93 0.57
C -2.24 -0.31 1.13 0.96
O -3.15 0.31 0.54 -0.71
O -2.35 -0.50 2.38 -0.80
Al -3.78 0.23 2.26 1.68
O 3.39 0.46 -1.47 -0.37
O 3.93 0.11 0.74 -0.28
C 3.47 0.13 -0.34 1.00
```